*P*
This record from the Open Molecules 2025 dataset describes the ion C11H12N3 with charge +1. The level of theory is ωB97M-V/def2-TZVPD.

XYZ file:
```
26
Properties=species:S:1:pos:R:3
C -1.19863 0.42619 1.70507
C -1.80014 1.27108 0.88384
N -1.19756 1.59509 -0.26248
C -1.38080 0.35415 -0.96004
C -0.35357 -0.57136 -0.71107
C -0.49278 -2.03903 -0.74124
C 1.00406 -0.06834 -0.29134
C 1.47987 1.10039 -0.87086
C 2.75707 1.49182 -0.66778
C 3.53242 0.74424 0.19468
C 2.92752 -0.38404 0.76917
N 1.70492 -0.83007 0.56490
C -2.81889 0.06215 -0.76759
N -3.10486 0.71438 0.32299
H -0.19976 0.43290 1.87135
H -1.85494 -0.14562 2.27176
H -1.56180 2.42211 -0.80046
H -1.47806 -2.43640 -0.70115
H 0.24330 -2.27763 -0.01646
H -0.05486 -2.51480 -1.69638
H 0.79634 1.63439 -1.64530
H 3.05738 2.50999 -1.03845
H 4.67763 0.91589 0.36474
H 3.64769 -0.96201 1.47753
H -3.46320 -0.59899 -1.33210
H -3.91875 0.53266 0.96238
```

The total charge is +1. Its SMILES is C=c1[nH]/c(=C(/C)c2ccccn2)c[nH+]1. The calculation puts the HOMO energy at -12.56 eV. As for the spin multiplicity: 1.

Atom charges from the Mulliken analysis, given in e for atoms 1 to 5: -0.665, 0.207, -0.151, 0.017, 0.603

*Q*
This record from the Open Molecules 2025 dataset describes a structure of composition C11H12N3. The level of theory is ωB97M-V/def2-TZVPD.

XYZ file:
```
26
Properties=species:S:1:pos:R:3
C -3.89918 -0.71460 -0.10644
C -3.32974 -0.04157 -1.18562
C -3.17754 -0.85580 1.10529
C 3.79834 -1.11709 -0.47601
C 3.83747 0.23247 -0.14465
C 2.49676 -1.70879 -0.35198
C -1.98246 0.37733 -1.14367
C -1.89559 -0.42394 1.14097
C 2.68893 0.91137 0.05566
C 1.41279 -0.96017 -0.15539
C -1.34110 0.20761 0.04323
N 1.45700 0.36299 0.05249
N 0.44851 2.33146 -0.43848
N 0.38731 1.16169 0.23404
H -4.97492 -0.75249 0.16295
H -3.80826 0.41929 -2.14251
H -3.60067 -1.21161 2.00513
H 4.60122 -1.73934 -0.82775
H 4.72613 0.83410 -0.26781
H 2.44484 -2.81152 -0.36018
H -1.68086 1.09938 -1.89247
H -1.36521 -0.43793 2.07974
H 2.59490 2.03135 0.20736
H 0.49192 -1.51510 0.03039
H -0.38738 2.88535 -0.04466
H 0.47475 2.30298 -1.52546
```

The total charge is +1. The calculation puts the HOMO energy at -12.26 eV. As for the spin multiplicity: 1.

Atom charges from the Mulliken analysis, given in e for atoms 1 to 5: -0.518, -0.319, -0.401, -0.175, -0.667

Least stable: *P*

*P*
This record from the Open Molecules 2025 dataset describes the ion C3H8N5 with charge +1. The level of theory is ωB97M-V/def2-TZVPD.

XYZ file:
```
16
Properties=species:S:1:pos:R:3
N 2.37939 0.88569 0.15245
N 1.29903 0.15089 -0.00633
C 1.20884 -1.20830 -0.44352
N 0.19601 -1.91368 -0.34624
C -0.97381 -1.32555 0.34476
C -1.12683 0.08338 -0.04707
N -2.30725 0.65732 -0.18145
N -0.06726 0.86334 -0.12738
H 2.46522 1.33379 1.11805
H 2.73578 1.50197 -0.52198
H 2.18882 -1.64496 -0.86984
H -0.68490 -1.22830 1.44872
H -1.72689 -1.94726 0.34076
H -3.28575 0.30322 0.05638
H -2.26606 1.67058 -0.53016
H -0.03433 1.81786 -0.38714
```

The total charge is +1. Its SMILES is NN1C=NCC(=[NH2+])N1. The calculation puts the HOMO energy at -13.53 eV. As for the spin multiplicity: 1.

Atom charges from the Mulliken analysis, given in e for atoms 1 to 5: -0.756, 0.292, 0.131, -0.442, -0.581

*Q*
This record from the Open Molecules 2025 dataset describes the ion C3H8N5 with charge +1. The level of theory is ωB97M-V/def2-TZVPD.

XYZ file:
```
16
Properties=species:S:1:pos:R:3
C -2.12041 0.31185 1.13391
C -0.81099 -0.09352 0.45458
N -0.09602 0.60993 -0.33109
N -0.17556 1.95322 -0.61529
N -0.24349 -1.41938 0.65697
N 0.88338 -1.75681 0.07098
C 1.75511 -1.20805 -0.59213
N 2.88429 -0.88965 -1.10254
H -2.21450 -0.15002 2.07327
H -2.06693 1.32066 1.34668
H -2.90578 0.00207 0.43661
H 0.23555 2.06604 -1.53580
H -0.93740 2.60520 -0.47482
H -0.80269 -2.13628 0.98458
H 3.46893 -0.34996 -0.43758
H 3.14651 -0.86530 -2.06834
```

The total charge is +1. Its SMILES is C/C(=N\N)NN=C=[NH2+]. The calculation puts the HOMO energy at -12.44 eV. As for the spin multiplicity: 1.

Atom charges from the Mulliken analysis, given in e for atoms 1 to 5: -1.189, 0.682, -0.189, -0.613, 0.117

Least stable: *Q*

*P*
This record from the Open Molecules 2025 dataset describes a cluster of 3 separate species, C3H12N2O2 in total. The level of theory is ωB97M-V/def2-TZVPD.

XYZ file:
```
19
Properties=species:S:1:pos:R:3
C 2.38662 -0.25328 0.76926
C 0.96099 0.16594 0.53016
N 0.85080 1.28437 -0.31363
C -0.03791 -0.38494 1.23022
N -1.41220 -0.36467 0.79834
H 3.01064 0.60494 1.01831
H 2.71963 -0.76350 -0.11794
H 2.46402 -1.06243 1.48710
H -0.05899 1.71137 -0.36275
H 1.59416 1.94594 -0.17452
H 0.06623 -0.96058 2.13753
H -1.55636 0.19688 -0.02378
H -1.71226 -1.31705 0.65811
O -4.03296 0.83730 -0.08850
H -3.50041 0.95851 0.70521
H -3.48841 1.10577 -0.82602
O 0.42010 -1.05567 -2.74577
H 0.72313 -0.65218 -1.92898
H 0.60317 -1.99673 -2.75235
```

The total charge is 0. Its SMILES is C/C(N)=C/N.O.O. The calculation puts the HOMO energy at -7.72 eV. As for the spin multiplicity: 1.

Atom charges from the Mulliken analysis, given in e for atoms 1 to 5: -1.187, 0.524, -0.458, -0.415, -0.519

*Q*
This record from the Open Molecules 2025 dataset describes a cluster of 3 separate species, C3H12N2O2 in total. The level of theory is ωB97M-V/def2-TZVPD.

XYZ file:
```
19
Properties=species:S:1:pos:R:3
C -1.64296 -1.70829 0.08388
C -1.19741 -0.52074 -0.72675
N -0.92666 0.68437 0.01173
C 0.07603 1.33475 0.37549
N 1.31666 1.17551 -0.30643
H -0.89321 -2.01878 0.82368
H -1.80575 -2.55945 -0.58366
H -2.52441 -1.47155 0.69191
H -1.68576 -0.23959 -1.64683
H -0.18524 -0.90708 -1.06809
H 0.24982 1.89770 1.30608
H 1.07749 0.44839 -0.97232
H 2.10317 1.01974 0.31128
O 0.00432 -1.43265 3.24896
H 0.72722 -1.54794 3.86165
H -0.38100 -2.31443 3.25738
O 1.57715 2.81757 -3.04610
H 2.42201 2.72706 -3.49554
H 1.68854 2.61541 -2.12632
```

The total charge is 0. Its SMILES is CC/N=C\N.O.O. The calculation puts the HOMO energy at -8.46 eV. As for the spin multiplicity: 1.

Atom charges from the Mulliken analysis, given in e for atoms 1 to 5: -1.027, -0.320, -0.419, 0.101, -0.523

Least stable: *Q*